Density functional theory data (ωB97M-V with the def2-TZVPD basis set) for a 4-piece molecular cluster, CH8O2S2 overall in a non-equilibrium geometry.

Geometry as XYZ:
```
13
Properties=species:S:1:pos:R:3:forces:R:3:nbo_charge:R:1
C -1.0065 0.2265 -1.3453 1.2 1.1 -0.9 -0.834
S -0.6045 -0.9299 -2.5739 -1.3 0.7 0.8 0.270
S -1.6719 0.7350 1.5477 -0.1 0.3 -1.0 -0.314
H -1.4420 -0.4365 -0.5195 -0.2 -0.1 1.2 0.323
H -1.8010 0.9571 -1.4952 -0.5 -0.5 -0.4 0.267
H -0.1647 0.8279 -0.9511 -0.2 -0.8 0.1 0.252
H -2.4154 0.4463 2.6188 -0.3 -0.4 0.0 0.123
H 0.1834 0.4285 2.5734 0.6 -0.5 0.3 0.478
H 1.4688 -0.2593 3.2746 -0.2 -0.1 0.7 0.470
O 1.1150 0.1455 2.4938 0.2 0.4 -1.0 -0.983
H 1.4173 -0.7799 -2.2925 0.7 -0.1 0.4 0.446
H 2.5408 -0.6268 -1.1864 -0.3 -0.1 -0.7 0.472
O 2.3809 -0.7344 -2.1444 0.4 0.2 0.5 -0.969
```
Positions in Å, forces in eV/Å.

- ΔE to the lowest compared entry with this formula, charge and spin: 121.0 kcal per mole
- LUMO energy: -4.84 eV
- F_max: 0.035 Eh/bohr